[1]
Computed, not measured: a molecular structure, C29H21ClF6N8O11S2Tl, with ωB97M-V with the def2-TZVPD basis set.

XYZ file:
```
79
Properties=species:S:1:pos:R:3
Tl 0.0620 0.2090 -0.2268
Cl -0.3672 3.4546 -1.2667
S -1.1846 -2.6069 2.0068
S 1.0805 -2.9753 0.7235
F -2.6773 -4.6922 2.6564
F -0.5849 -5.1702 2.6064
F 3.6945 -3.0954 0.2892
F -1.7193 -4.9691 0.7626
F 3.0410 -4.0184 2.1196
F 3.1845 -1.8778 2.0069
O 1.0524 -2.0828 -0.4245
O 0.8402 -4.3531 0.4300
O 3.3569 -0.3539 -0.5696
O -1.7348 -2.1285 0.7695
O -1.1694 -0.7957 -1.9918
O -1.8011 -2.2255 3.2371
O -1.2453 4.4184 -1.8405
O -0.5830 2.1783 -1.9575
O -0.6726 3.2742 0.1192
O -4.3160 1.5952 -3.2353
O 0.9888 3.8478 -1.4469
N -2.2131 0.7127 -0.1451
N 0.3944 -2.4809 2.0565
N 1.7762 -0.0490 -2.1873
N -0.8105 0.6681 2.1571
N 0.4163 0.4364 -3.9719
N -2.8949 0.5607 -1.2745
N 3.6630 -1.4459 -2.5331
N 3.6783 8.1109 4.2058
C -3.9365 0.5164 -3.9267
C 4.9771 -1.8868 -2.1055
C -1.5354 -4.4746 1.9807
C -4.4974 0.3166 -5.1912
C 2.7610 4.7540 3.8844
C 2.9181 -0.5891 -1.6769
C 1.3674 -0.3217 -3.4221
C 3.1509 -1.8577 -3.7099
C 3.4207 7.1023 3.7155
C -2.6625 -1.5195 -4.2320
C 2.8532 -2.9616 1.3184
C 3.1135 5.8552 3.1022
C -2.2733 -0.2201 -2.1654
C -2.4677 1.9686 3.2545
C 2.4950 3.4360 1.8877
C -1.9761 1.3122 2.1282
C -3.2441 -1.7179 -5.4688
C 1.5404 1.2866 0.7213
C 3.1644 5.7388 1.7105
C -1.7377 1.9239 4.4260
C -0.1070 0.6278 3.2760
C -0.5359 1.2310 4.4461
C 2.0362 2.2497 1.2522
C 2.4571 3.5515 3.2804
C 2.0116 -1.3336 -4.2044
C -2.7256 1.2604 0.8855
C 2.8626 4.5362 1.1055
C -4.1566 -0.7841 -5.9503
C -2.9879 -0.4104 -3.4508
H -3.8540 1.5612 -2.3596
H -2.0939 2.4265 5.3150
H -5.2096 1.0472 -5.5484
H 3.4276 6.6019 1.1149
H -2.9920 -2.5860 -6.0633
H 0.8245 0.0785 3.2282
H -0.1077 0.0827 -4.7533
H 3.7301 -2.5965 -4.2489
H -4.5971 -0.9190 -6.9298
H 5.0918 -1.6085 -1.0625
H 5.0762 -2.9674 -2.2071
H 2.1674 2.6962 3.8741
H 5.7488 -1.3914 -2.6990
H 2.8507 4.4336 0.0319
H -0.0296 1.1144 -3.3629
H -1.9470 -2.2198 -3.8209
H -3.3994 2.5129 3.1977
H 1.5977 -1.6467 -5.1494
H 2.7146 4.8571 4.9602
H 0.0531 1.1570 5.3488
H -3.7382 1.6540 0.8565
```

As for the total charge: -1. For the largest force on an atom, the calculation gives 1.576 eV/A. Its HOMO-LUMO gap is 0.2868 hartree.

[2]
Computed, not measured: 14 unconnected molecules or ions with the total composition C17H62N16O14, with ωB97M-V with the def2-TZVPD basis set.

XYZ file:
```
109
Properties=species:S:1:pos:R:3
O 2.4838 -2.1349 0.5788
O 0.5067 -1.0153 5.2246
O 4.5331 -1.3233 -3.5898
O -5.6088 0.4145 -0.0046
O -2.6406 -1.5646 3.7196
O 1.0200 0.1984 -3.8498
O -1.7589 -3.6285 1.5885
O 0.8197 -3.2161 -1.5428
O 4.7439 -0.1164 0.9492
O -2.4754 1.3164 -3.8156
O -0.3667 -0.5789 0.2203
O -1.0601 2.1820 0.9234
O -1.3435 4.3934 -2.8959
O 2.1103 4.0465 0.1112
N 1.9685 -1.8955 3.5429
N -1.3387 -2.9727 -0.9513
N -2.8382 -0.8474 1.4377
N 3.0391 1.1355 1.8933
N -0.8023 1.6662 3.1898
N 3.8412 1.8403 0.0181
N -3.5076 0.5259 3.0534
N 0.7752 2.9461 2.2645
N -3.6486 -0.0561 -2.3344
N -1.6322 -0.6567 -2.8523
N -3.3076 1.2028 -0.2107
N -0.7959 -4.9609 -1.5838
N -4.6874 2.0875 1.3167
N 3.6003 0.0160 -1.9383
N 5.2140 -1.3787 -1.4434
N 0.6837 -0.4465 2.9254
C 1.3318 -1.1271 -4.0035
C 1.0035 -1.1407 3.9253
C -0.0057 -5.0362 2.2076
C -0.4451 -3.7270 -1.4091
C -2.9943 -0.6638 2.7234
C 3.8305 0.9065 0.9276
C 4.3880 -0.9349 -2.3190
C -2.5164 4.5778 -0.7577
C -2.6267 0.1883 -3.0578
C 2.9536 -3.4061 0.7503
C -2.2462 3.7727 -1.9259
C -0.5533 -3.6342 2.2946
C -4.5319 1.2648 0.3026
C 1.1963 3.7430 -0.8959
C 1.6681 3.0046 -2.1364
C 0.4113 0.2861 -0.5761
C -0.4108 2.3390 2.1343
H -1.9551 4.7987 -3.4581
H 1.1942 3.3715 1.3769
H -0.2582 1.0795 -1.0451
H 3.3152 2.6784 0.1070
H -3.8360 1.2146 2.3725
H -1.5401 -5.3346 -1.0152
H 1.0926 0.6897 0.2186
H -5.5821 2.2277 1.7342
H -1.0777 -2.0194 -0.6687
H -2.9430 5.5792 -0.8978
H -0.8752 -0.0586 0.8513
H -1.6291 -1.5060 -2.2981
H 2.1660 -1.4283 -4.6215
H -2.3878 -1.7465 1.2075
H 1.9753 -2.2260 2.5712
H -3.0824 3.5070 -2.5087
H 0.8445 2.6446 -2.7350
H 2.2658 1.7383 2.0093
H 0.3785 3.2114 -0.5103
H 3.2989 0.6291 2.7321
H 2.6549 4.6895 -0.2941
H 0.0262 -5.5009 1.2828
H -2.9603 -0.0516 0.7482
H -0.0266 0.3820 3.2687
H 0.5124 -1.6697 -4.4109
H -0.5589 1.9846 4.0785
H 1.9110 -2.2131 -0.1624
H -1.4972 -3.6569 0.6363
H 2.8021 0.0916 -2.6071
H 2.2076 -4.1585 0.9705
H 1.5533 -1.4129 -2.9877
H -0.6409 -5.6691 2.7206
H -0.7353 -0.3179 -3.1479
H -2.2643 -3.3387 -1.0221
H -3.3838 0.5237 -1.0578
H -3.1864 3.9367 -0.1141
H 4.5206 1.8525 -0.7626
H 2.5126 -2.2852 4.3251
H -2.4746 1.7341 -0.0107
H 0.7163 4.6588 -1.3036
H 0.0523 -2.8379 1.7264
H 2.3738 2.3469 -1.8688
H -0.7586 -3.2420 3.1929
H -1.7644 2.8515 -1.6780
H -1.6296 4.7304 -0.1406
H -4.4250 0.5225 -2.5571
H 1.0469 -0.2244 -1.2867
H 0.4943 0.4500 -4.6792
H -0.1325 -5.7094 -2.0247
H 4.9950 -1.4345 -0.4706
H -1.7827 1.2824 2.9355
H -3.7968 -1.0590 -1.9672
H 5.8137 -2.1462 -1.8090
H 3.5100 0.3009 -0.9543
H -3.4898 0.7691 3.9948
H 3.4180 -3.7212 -0.1840
H -4.0003 2.7952 1.5628
H 0.9708 -5.0556 2.6356
H 2.1127 3.7072 -2.7971
H 0.9991 -0.3333 2.0115
H 3.7285 -3.3328 1.4733
H 1.2317 3.1185 3.1837
```

As for the total charge: 0. For the largest force on an atom, the calculation gives 10.720 eV/A. Its HOMO-LUMO gap is 0.2995 hartree.

[3]
Computed, not measured: a molecular structure, C22H27FN4O8Ti, with ωB97M-V with the def2-TZVPD basis set.

XYZ file:
```
63
Properties=species:S:1:pos:R:3
Ti -3.0155 1.7814 -0.2651
F 2.9678 0.8063 -2.9598
O -3.2627 0.7288 1.3577
O -1.2677 1.2852 -0.3216
O -3.6132 0.3866 -1.5254
O -3.3494 3.5017 1.2426
O -2.9902 -0.9397 2.7947
O -3.2578 3.3743 -1.4185
O -4.6784 4.9634 -2.1149
O -5.2795 -0.9922 -2.1184
N 0.6099 -2.0760 1.1238
N 6.5219 -1.2869 0.0400
N -5.2359 2.0023 -0.2231
N 4.4293 -1.2811 -1.9311
C 5.0229 -2.5195 -1.4967
C 1.2019 0.5266 -1.4347
C 3.1239 -0.9604 -1.4130
C -4.7564 3.8132 1.3702
C -4.8353 -0.0765 -1.4658
C 5.3903 -0.1965 -1.8302
C -5.5795 2.5711 1.0863
C 5.5921 -2.4690 -0.0733
C -2.5811 -0.2809 1.8570
C -0.6083 -1.6685 1.6418
C 0.5829 -0.1700 -0.3789
C -5.5801 2.8846 -1.3511
C 1.2542 -1.3259 0.1294
C -5.7245 0.6320 -0.4297
C -4.4427 3.8607 -1.6741
C 5.8540 -0.0026 -0.3965
C 2.4220 0.1071 -1.9246
C 1.2363 -3.2488 1.6904
C -0.6601 0.2161 0.1588
C 2.4917 -1.6862 -0.3646
C 2.2945 -2.9119 2.7372
C -1.2596 -0.5758 1.2127
H 6.2526 -0.4200 -2.4723
H 1.6576 -3.8589 0.8855
H -4.9499 4.1530 2.3883
H 6.8602 -1.2041 0.9972
H 5.8369 -2.7747 -2.1865
H -6.5071 3.4343 -1.1691
H 6.5790 0.8009 -0.2747
H 1.8327 -2.4136 3.5898
H 4.8172 -2.3051 0.6715
H 6.1644 -3.3622 0.1758
H 3.0450 -2.2321 2.3281
H -5.7233 2.2693 -2.2414
H -2.9217 4.2503 0.8093
H -6.7681 0.6020 -0.7513
H 2.7929 -3.8151 3.0948
H 4.9998 0.1530 0.2636
H 4.9508 0.7271 -2.1947
H 0.4496 -3.8499 2.1456
H -5.6237 0.0836 0.5080
H 2.9485 -2.5875 0.0121
H 4.2947 -3.3274 -1.5507
H -6.6441 2.8308 1.1474
H -5.3540 1.8138 1.8359
H 7.3375 -1.4445 -0.5557
H 0.7028 1.3707 -1.8870
H -1.0368 -2.2882 2.4165
H -5.0106 4.6218 0.6821
```

As for the total charge: 0. For the largest force on an atom, the calculation gives 0.607 eV/A. Its HOMO-LUMO gap (alpha / beta) is 0.1030 / 0.1030 hartree.

In the order shown, the computed electronic energy values come out to -4411.44386; -2614.18025; -2624.90055 Ha.
In the order shown, the computed relative energy (zero: lowest compared OMol25 entry of this formula, charge and spin) values come out to 39.4; 99.0; 0.4 kcal per mole.